Here is a molecular structure, C35H30CsN4OPS from the Open Molecules 2025 dataset. Energies are from the ωB97M-V functional and the def2-TZVPD basis.

**Strongest force on any atom**: 0.64 eV/A
**Energy relative to the best compared isomer or geometry (same formula, charge and spin)**: 0.000 eV
**Gap between HOMO and LUMO**: 6.21 eV
**Multiplicity**: 1

Positions of all 73 atoms, in Å:
Cs: 0.51676 1.01203 -0.86723
N: -1.13760 1.93309 -5.90725
C: -1.29783 3.27606 -5.61647
C: -1.79927 4.34375 -6.35297
C: -1.80793 5.57416 -5.72549
C: -1.33472 5.73450 -4.41305
C: -0.83771 4.66732 -3.69277
C: -0.82049 3.41773 -4.31099
N: -0.38604 2.19227 -3.82050
C: -0.59344 1.35043 -4.79508
C: -0.31182 -0.08883 -4.72314
C: -0.65685 -1.03726 -5.63738
S: -0.16860 -2.57621 -5.09097
C: 0.46713 -1.84926 -3.67012
N: 0.33365 -0.56419 -3.60781
H: -1.36537 1.47454 -6.77011
H: -2.16632 4.22347 -7.36353
H: -2.19009 6.43520 -6.25779
H: -1.36290 6.71636 -3.95966
H: -0.47461 4.78520 -2.68020
H: -1.18033 -0.92482 -6.57236
H: 0.92919 -2.45064 -2.89894
C: 3.66709 -3.22179 5.41303
C: 3.06094 -1.97659 5.51488
C: 2.33182 -1.47535 4.44754
C: 2.17386 -2.20842 3.27037
C: 2.78868 -3.45426 3.18347
C: 3.53228 -3.95580 4.24362
P: 1.13503 -1.43160 1.96160
C: 1.74994 -2.38798 0.50411
C: 1.11251 -3.51091 -0.01404
C: 1.67276 -4.20685 -1.07744
C: 2.86582 -3.77632 -1.64644
C: 3.49444 -2.64007 -1.15376
C: 2.93804 -1.95215 -0.08363
C: -0.47666 -2.23013 2.32738
C: -0.68059 -3.10549 3.36131
C: -1.97014 -3.62906 3.61177
C: -3.02030 -3.26464 2.82214
C: -2.83900 -2.35960 1.74361
C: -3.92635 -1.97012 0.92061
C: -3.70441 -1.09488 -0.10085
C: -2.39837 -0.58500 -0.33560
C: -1.27681 -0.90634 0.40239
C: -1.55549 -1.82545 1.47632
H: 4.24505 -3.61622 6.23912
H: 3.16409 -1.39485 6.42227
H: 1.86994 -0.49665 4.52358
H: 2.68609 -4.04801 2.28311
H: 4.00385 -4.92678 4.15664
H: 0.18020 -3.83986 0.42836
H: 1.17884 -5.09116 -1.46226
H: 3.30339 -4.32262 -2.47304
H: 4.42199 -2.29929 -1.59686
H: 3.43474 -1.07368 0.31652
H: 0.13674 -3.40808 4.00338
H: -2.11251 -4.31948 4.43415
H: -4.01421 -3.65984 3.00455
H: -4.91398 -2.37266 1.11779
H: -4.52243 -0.78035 -0.74140
H: -2.34745 0.10453 -1.18854
C: 0.66634 5.48632 2.46961
N: -0.33412 4.48253 2.79004
C: -1.18435 4.58999 3.96879
C: -0.45617 3.42370 1.97486
O: 0.22259 3.25357 0.97020
H: 0.60131 6.29314 3.19471
H: 0.50064 5.88674 1.46939
H: 1.66872 5.05729 2.49620
H: -0.88796 5.46817 4.53603
H: -1.07582 3.71933 4.61582
H: -2.23497 4.70056 3.69741
H: -1.23042 2.70754 2.29098

Forces on the atoms, in the same order (eV/Å):
0.3 0.1 -0.2
0.0 0.1 0.1
0.0 -0.1 -0.2
0.0 0.0 0.0
0.0 0.0 0.0
0.0 0.0 0.0
0.0 0.0 0.0
0.1 0.0 0.1
-0.1 0.1 -0.1
0.0 -0.3 0.0
0.0 0.2 0.1
0.0 0.0 -0.1
0.0 0.0 0.1
0.0 -0.1 0.0
0.0 -0.1 -0.1
0.0 0.0 0.0
0.0 0.0 0.0
0.0 0.0 0.0
0.0 0.0 0.0
0.0 0.0 0.0
0.0 0.0 0.0
0.0 0.0 0.0
0.0 0.0 0.0
0.0 -0.1 0.0
0.0 0.0 0.0
0.1 0.1 0.1
0.0 -0.1 0.0
0.0 0.0 0.0
-0.2 -0.1 -0.2
-0.1 0.2 0.2
0.0 0.0 0.0
0.0 0.0 0.0
0.0 0.0 0.0
0.0 0.0 0.0
-0.1 -0.1 0.0
0.0 0.1 -0.1
0.0 -0.1 0.1
0.1 0.0 0.0
0.0 0.1 -0.1
-0.2 -0.1 0.1
0.0 0.0 0.0
0.1 0.0 0.0
-0.2 0.0 -0.2
-0.3 -0.4 0.4
0.2 0.1 0.0
0.0 0.0 0.0
0.0 0.0 0.0
0.0 0.0 0.0
0.0 0.0 0.0
0.0 0.0 0.0
0.0 0.0 0.0
0.0 0.0 0.0
0.0 0.0 0.0
0.0 0.0 0.0
0.0 0.0 0.0
0.0 0.0 0.0
0.0 0.0 0.0
0.0 0.0 0.0
0.0 0.0 0.0
0.0 0.0 0.0
0.2 0.0 0.0
0.0 0.0 0.0
-0.1 -0.1 0.0
0.0 0.0 0.0
0.1 0.0 -0.1
-0.1 0.2 0.2
0.0 0.0 0.0
0.0 0.0 0.0
0.0 0.0 0.0
0.0 0.0 0.0
0.0 0.0 0.0
0.0 0.0 0.0
0.0 0.0 0.0

The computed Löwdin charges, all in e, follow: atom 1 (Cs): 0.966, atom 2 (N): 0.169, atom 3 (C): -0.189, atom 4 (C): -0.023, atom 5 (C): -0.095, atom 6 (C): -0.091, atom 7 (C): -0.010, atom 8 (C): -0.223, atom 9 (N): 0.135, atom 10 (C): -0.275, atom 11 (C): -0.319, atom 12 (C): -0.356, atom 13 (S): 1.045, atom 14 (C): -0.429, atom 15 (N): -0.012, atom 16 (H): 0.155, atom 17 (H): 0.108, atom 18 (H): 0.100, atom 19 (H): 0.100, atom 20 (H): 0.112, atom 21 (H): 0.071, atom 22 (H): 0.059, atom 23 (C): -0.098, atom 24 (C): -0.094, atom 25 (C): -0.117, atom 26 (C): -0.395, atom 27 (C): -0.088, atom 28 (C): -0.087, atom 29 (P): 1.062, atom 30 (C): -0.400, atom 31 (C): -0.078, atom 32 (C): -0.099, atom 33 (C): -0.115, atom 34 (C): -0.090, atom 35 (C): -0.127, atom 36 (C): -0.342, atom 37 (C): -0.088, atom 38 (C): -0.090, atom 39 (C): -0.050, atom 40 (C): -0.188, atom 41 (C): -0.071, atom 42 (C): -0.116, atom 43 (C): -0.235, atom 44 (C): -0.284, atom 45 (C): -0.259, atom 46 (H): 0.098, atom 47 (H): 0.098, atom 48 (H): 0.094, atom 49 (H): 0.103, atom 50 (H): 0.100, atom 51 (H): 0.111, atom 52 (H): 0.105, atom 53 (H): 0.102, atom 54 (H): 0.102, atom 55 (H): 0.101, atom 56 (H): 0.092, atom 57 (H): 0.096, atom 58 (H): 0.104, atom 59 (H): 0.100, atom 60 (H): 0.089, atom 61 (H): 0.040, atom 62 (C): -0.036, atom 63 (N): -0.185, atom 64 (C): -0.043, atom 65 (C): -0.334, atom 66 (O): -0.164, atom 67 (H): 0.082, atom 68 (H): 0.091, atom 69 (H): 0.094, atom 70 (H): 0.082, atom 71 (H): 0.090, atom 72 (H): 0.090, atom 73 (H): 0.151